Record 1
Below is one molecule with the formula C6H9BrO2, with properties calculated with ωB97M-V with the def2-TZVPD basis set.

Structure (XYZ):
```
18
Properties=species:S:1:pos:R:3
O -2.04 -0.72 -1.85
H 1.47 -1.43 -1.52
H -0.22 -0.67 1.72
H -0.20 -2.19 -1.65
H -1.62 -1.11 0.77
Br 2.81 0.79 -1.07
C -1.26 0.10 -1.47
C -0.02 -0.27 -0.57
H 0.68 -2.10 0.07
C 0.85 1.00 -0.52
C -0.78 -0.39 0.85
C 0.01 1.99 -1.47
O -1.20 1.39 -1.75
H -1.30 0.54 1.02
H -0.06 2.84 -0.88
C 0.52 -1.63 -0.97
H 0.96 1.23 0.53
H 0.65 2.16 -2.31
```

The calculation puts the HOMO energy at -10.3 eV. Its SMILES is CC1(C)C(=O)OC[C@@H]1Br. Its calculated total energy is -80504.669 eV. The calculation puts the LUMO energy at 0.020 Eh. Its net charge is 0. The molar mass is 193.0 g/mol. The calculation puts the frontier orbital gap at 10.83 eV.

---

Record 2
Below is C18H15BCl2N9Pt as an isolated structure, with properties calculated with ωB97M-V with the def2-TZVPD basis set.

Structure (XYZ):
```
46
Properties=species:S:1:pos:R:3
N 1.50 0.03 -2.67
Cl 1.03 -2.86 0.89
H 0.21 -0.74 -7.73
H -1.44 2.50 -3.77
C 3.05 -0.01 -1.15
N -0.09 0.15 -4.61
C 0.78 -3.22 4.86
C -1.65 3.03 -1.60
C 2.60 0.54 -3.23
C -1.14 -2.29 -3.39
B 0.04 0.04 -3.12
H -0.97 -2.36 -4.45
H -1.23 2.54 0.53
N -0.67 -1.26 -2.67
H 1.53 -1.05 -5.38
N -0.61 1.21 -2.33
H 1.39 -4.50 3.21
C -1.27 2.30 -2.72
C 1.01 -3.53 3.50
Cl -0.59 0.49 4.79
H 3.50 -0.20 -0.19
H -2.21 3.95 -1.57
C 0.30 -1.99 5.26
N -0.06 -0.40 2.01
H 0.99 -3.98 5.61
C -1.17 0.44 -6.44
H -1.97 0.79 -7.08
C 0.62 -0.51 -5.58
H 2.60 0.89 -4.25
H 4.63 0.86 -2.43
C -1.69 -2.58 -1.28
H 0.14 -1.79 6.31
C 0.02 -1.01 4.33
H -2.09 -2.91 -0.33
Pt 0.20 -0.41 0.04
N 1.76 -0.31 -1.40
C -0.03 -0.33 -6.77
H -2.28 -4.08 -2.80
C -1.17 2.32 -0.52
C 0.22 -1.27 2.91
N -0.54 1.23 -0.97
C 0.75 -2.58 2.57
C -1.80 -3.16 -2.53
C 3.62 0.53 -2.30
N -1.02 -1.43 -1.38
N -1.22 0.67 -5.14
```

The calculation puts the HOMO energy (alpha / beta) at -14.2 / -14.2 eV. Its calculated total energy is -61270.775 eV. The calculation puts the LUMO energy (alpha / beta) at -0.337 / -0.355 Eh. Its net charge is +2. As for the spin multiplicity: 2. The molar mass is 634.2 g/mol. Its expectation value of S² is 0.864. The calculation puts the frontier orbital gap (alpha / beta) at 5.07 / 4.57 eV.

---

Record 3
Below is one molecule with the formula C12H16N2O5, with properties calculated with ωB97M-V with the def2-TZVPD basis set.

Structure (XYZ):
```
35
Properties=species:S:1:pos:R:3
H 0.27 0.78 1.76
C 0.08 -2.62 -1.46
H -4.28 -0.69 -1.09
C 1.63 -1.17 0.05
N -2.88 1.31 -0.31
C -1.44 -0.72 0.45
H 3.56 4.74 0.73
H -2.14 1.87 0.28
H -4.73 -1.04 0.54
H -1.34 -0.63 -1.55
O -1.03 -2.99 -1.79
H 3.91 0.36 -0.56
C 0.54 -1.27 -1.03
H 1.27 -1.65 1.03
C -3.87 -1.03 -0.07
C 1.57 2.51 1.36
H 1.04 -0.99 -1.93
H 0.80 3.18 1.72
H 0.76 -4.33 -1.89
C 3.44 2.23 0.02
O 1.10 -3.51 -1.45
N -0.74 -0.51 -0.75
H -3.83 1.79 -0.19
C -2.81 0.07 0.42
O -0.99 -1.31 1.39
H 2.56 -1.66 -0.38
H -2.67 -2.62 -0.49
O -3.30 -2.31 0.16
C 3.11 0.87 0.00
H -2.92 0.03 1.52
C 1.94 0.28 0.52
O 3.17 4.19 1.42
C 1.20 1.16 1.20
H 4.32 2.64 -0.51
C 2.69 3.02 0.86
```

The calculation puts the HOMO energy at -8.8 eV. Its SMILES is N[C@@H](CO)C(=O)N[C@@H](Cc1ccc(O)cc1)C(=O)O. Its calculated total energy is -25919.332 eV. The calculation puts the LUMO energy at 0.020 Eh. Its net charge is 0. The molar mass is 268.3 g/mol. The calculation puts the frontier orbital gap at 9.38 eV.

---

Record 4
Below is an isolated ion of composition C4H8NO and charge +1, with properties calculated with ωB97M-V with the def2-TZVPD basis set.

Structure (XYZ):
```
14
Properties=species:S:1:pos:R:3
H -0.90 1.93 0.01
H -2.25 1.07 0.38
N 0.32 -0.41 1.31
C 2.20 0.07 -0.50
H 2.21 0.19 -1.52
H -1.69 -1.81 0.09
C -0.31 -0.08 0.08
H -1.71 1.17 -1.19
H -0.23 -1.94 -0.28
C 1.10 -0.08 0.19
H 3.15 0.05 -0.15
C -1.30 1.02 -0.11
H 0.40 0.16 2.14
O -0.97 -1.35 -0.44
```

The calculation puts the HOMO energy at -14.2 eV. Its calculated total energy is -7804.207 eV. The calculation puts the LUMO energy at -0.145 Eh. Its net charge is +1. The molar mass is 86.1 g/mol. The calculation puts the frontier orbital gap at 10.27 eV.

---

Record 5
Below is one molecule with the formula C6H7N, with properties calculated with ωB97M-V with the def2-TZVPD basis set.

Structure (XYZ):
```
14
Properties=species:S:1:pos:R:3
C 0.36 0.41 1.35
C 0.09 -0.14 -1.55
C -0.92 -0.22 0.90
H 2.93 -1.48 0.42
H -1.43 1.62 -0.26
C 0.10 -0.59 -0.13
H -1.43 -1.00 1.47
H -2.11 1.57 1.45
C -1.65 1.06 0.63
N 2.51 -0.66 0.83
C 1.29 -0.45 0.67
H 0.81 -0.74 -2.11
H -0.90 -0.29 -1.98
H 0.37 0.91 -1.68
```

The calculation puts the HOMO energy (alpha / beta) at -8.4 / -8.6 eV. Its calculated total energy is -7818.353 eV. The calculation puts the LUMO energy (alpha / beta) at -0.040 / -0.011 Eh. Its net charge is 0. The molar mass is 93.1 g/mol. The calculation puts the frontier orbital gap (alpha / beta) at 7.35 / 8.26 eV.

---

Record 6
Below is a 2-piece molecular cluster, C5H14N2 overall, with properties calculated with ωB97M-V with the def2-TZVPD basis set.

Structure (XYZ):
```
21
Properties=species:S:1:pos:R:3
H -0.34 -4.02 -2.31
H -1.34 2.88 0.51
H 0.49 3.43 -1.02
C -0.52 0.90 1.11
H -1.29 0.94 1.90
H -0.17 1.85 -1.44
C -0.37 2.41 0.64
N -0.98 0.20 0.03
H 1.31 1.79 -0.61
H -0.09 3.66 2.23
C 0.42 2.40 -0.68
H 1.50 -2.68 -0.99
H 1.15 -4.26 -0.44
H 1.01 2.48 2.16
H 0.46 -2.84 0.41
C 0.69 -3.28 -0.56
H 0.44 0.59 1.57
H -0.92 -2.42 -1.80
N 0.50 3.14 1.60
C -0.56 -3.39 -1.45
H -1.38 -3.78 -0.85
```

The calculation puts the HOMO energy at -8.5 eV. Its calculated total energy is -8387.292 eV. The calculation puts the LUMO energy at -0.049 Eh. Its net charge is 0. The molar mass is 102.2 g/mol. The calculation puts the frontier orbital gap at 7.21 eV.